Here is 2 unconnected molecules or ions with the total composition C20H39ClNO3P2 from the Open Molecules 2025 dataset. Energies are from ωB97M-V/def2-TZVPD.

Element x y z (Å)
N -6.57 -3.14 -5.20
P -5.30 -4.06 -4.77
C -5.13 -3.88 -2.90
C -4.56 -2.88 -2.07
Cl -3.75 -1.38 -2.67
C -4.83 -3.40 -0.58
O -4.25 -3.18 0.49
O -5.99 -4.23 -0.74
C -5.69 -5.00 -1.91
O -5.77 -6.22 -2.14
H -6.91 -2.69 -4.32
H -5.66 -5.41 -5.14
H -4.18 -3.56 -5.52
C 4.56 -0.33 -1.65
C 4.24 1.00 -0.98
C 4.13 0.89 0.54
C 2.83 0.27 1.07
P 1.36 1.27 1.12
C 1.82 2.83 1.94
C 2.54 2.82 3.29
C 1.72 2.49 4.54
C 0.41 3.25 4.68
C 0.14 0.54 2.19
C -0.50 -0.82 1.91
C -1.53 -0.88 0.79
C -2.57 0.23 0.79
C 0.75 1.87 -0.44
C 0.14 1.04 -1.57
C 0.83 -0.26 -1.97
C 1.52 -0.19 -3.33
H 3.82 -1.09 -1.42
H 4.59 -0.20 -2.73
H 5.54 -0.70 -1.33
H 3.33 1.42 -1.41
H 5.05 1.70 -1.22
H 4.25 1.90 0.97
H 4.97 0.31 0.91
H 3.03 -0.01 2.12
H 2.64 -0.68 0.57
H 0.92 3.46 1.99
H 2.48 3.34 1.23
H 2.95 3.83 3.43
H 3.40 2.15 3.25
H 2.34 2.71 5.42
H 1.54 1.41 4.60
H 0.59 4.32 4.80
H -0.13 2.90 5.57
H -0.25 3.10 3.83
H -0.63 1.27 2.41
H 0.67 0.38 3.13
H -1.00 -1.14 2.83
H 0.29 -1.56 1.71
H -2.06 -1.84 0.85
H -1.02 -0.91 -0.17
H -3.21 0.17 1.67
H -3.19 0.16 -0.10
H -2.11 1.22 0.77
H 1.55 2.47 -0.88
H -0.01 2.61 -0.18
H 0.06 1.69 -2.45
H -0.90 0.83 -1.32
H 0.08 -1.06 -2.04
H 1.53 -0.59 -1.21
H 0.78 -0.06 -4.13
H 2.07 -1.12 -3.52
H 2.22 0.64 -3.37

Calculated values
* frontier orbital gap: 6.95 eV
* E_HOMO: -10.50 eV
* spin multiplicity: 1
* charge: +1
* E_LUMO: -3.55 eV
* DFT total energy: -2208.4998 a.u.



Here is 2 unconnected molecules or ions with the total composition C3H8N2S from the Open Molecules 2025 dataset. Energies are from ωB97M-V/def2-TZVPD.

Element x y z (Å)
C -0.43 2.58 0.85
C 0.95 -2.44 0.29
C 0.09 -1.29 -0.05
N 0.76 2.29 0.56
N -1.42 0.21 -1.43
S -0.71 -1.18 -1.48
H -0.85 2.15 1.75
H -1.09 3.25 0.28
H 1.99 -2.12 0.39
H 0.66 -2.87 1.25
H 0.89 -3.21 -0.47
H 0.01 -0.44 0.63
H -1.96 0.36 -2.28
H 1.11 2.71 -0.30

Calculated values
* frontier orbital gap: 8.40 eV
* E_HOMO: -8.05 eV
* spin multiplicity: 1
* ΔE to the lowest compared entry with this formula, charge and spin: 78.6 kcal/mol
* E_LUMO: 0.35 eV
* DFT total energy: -626.6981 a.u.